Entry 1:
Here is a structure of composition C34H38BCl2FeIN7O from OMol25. Energies are from ωB97M-V with the def2-TZVPD basis set.

- ⟨S²⟩ = 0.792
- HOMO-LUMO gap (alpha / beta) (eV) = 7.1 / 6.8
- E (a.u.) = -4283.69825
- lowest unoccupied orbital energy (alpha / beta) (eV) = -0.3 / -0.8
- HOMO level (alpha / beta) (eV) = -7.46 / -7.54
- energy relative to the best compared isomer or geometry (same formula, charge and spin) (kcal per mole) = 0.0

Geometry as ORCA input:
```
! wB97M-V def2-TZVPD RIJCOSX def2/J DEFGRID3
* xyz 0 2
Fe -0.50814 -0.36762 -0.06863
C 2.30710 0.13248 -2.72399
C 2.14270 1.63272 -2.52311
C 1.14902 2.20671 -3.53776
C 1.73776 2.02608 -1.13308
C 2.26471 3.13852 -0.47397
C 1.45166 3.31438 0.62141
N 0.52661 2.35184 0.61523
N 0.70318 1.52069 -0.44400
B -0.66974 2.21923 1.58184
N -0.39417 1.01223 2.47671
C -0.27003 0.95934 3.80425
C 0.06859 -0.32743 4.15088
C 0.14304 -1.02194 2.93966
N -0.14503 -0.19222 1.92436
C 0.49131 -2.47347 2.81353
C -0.59475 -3.34403 3.44926
C 1.85636 -2.77176 3.43675
N -1.93444 1.98034 0.75224
C -3.06894 2.68405 0.64967
C -3.82868 2.13395 -0.36046
C -3.06600 1.05804 -0.83871
N -1.92963 0.99172 -0.15375
C -3.37685 0.15266 -1.99724
C -2.14173 -0.60049 -2.48665
C -4.52008 -0.80876 -1.67600
H 2.54286 -0.10053 -3.76207
H 1.35712 -0.36055 -2.48260
H 3.09967 -0.27261 -2.09067
H 3.10428 2.12763 -2.69309
H 0.18373 1.71316 -3.44221
H 1.50940 2.05958 -4.55513
H 0.99179 3.27212 -3.37662
H 3.08911 3.75125 -0.78751
H 1.45210 4.06204 1.39250
H -0.78191 3.20978 2.24594
H -0.42588 1.83892 4.39974
H 0.24271 -0.71636 5.13667
H 0.54719 -2.71091 1.75095
H -0.63146 -3.18081 4.52649
H -0.39008 -4.40062 3.27462
H -1.57702 -3.11213 3.04187
H 1.83559 -2.59509 4.51224
H 2.63856 -2.14407 3.01090
H 2.12433 -3.81594 3.27533
H -3.24342 3.53100 1.28638
H -4.78658 2.46465 -0.71773
H -3.70448 0.81301 -2.80932
H -1.83512 -1.35216 -1.75359
H -1.31446 0.07990 -2.68428
H -2.35944 -1.13874 -3.40864
H -4.22993 -1.46974 -0.86355
H -4.76960 -1.41334 -2.54881
H -5.41383 -0.26900 -1.36787
Cl -0.32936 -7.23239 -0.45318
C -0.80560 -5.57711 -0.21516
C -2.07769 -5.29020 0.20270
C -2.48563 -3.96602 0.41736
I -4.37896 -3.59391 1.18486
C -1.62976 -2.89651 0.18785
O -1.92376 -1.65284 0.34106
C -0.30447 -3.21598 -0.22578
N 0.52454 -2.13322 -0.31859
C 1.78603 -2.35465 -0.60465
C 2.31333 -3.63754 -0.84151
C 1.49226 -4.72693 -0.75197
C 0.13435 -4.53782 -0.41543
H -2.77546 -6.09496 0.37901
H 2.43372 -1.48871 -0.64417
H 3.36328 -3.74115 -1.07344
H 1.86876 -5.72908 -0.90119
Cl 4.72256 2.57040 2.46986
C 5.32188 1.21553 1.56265
C 6.67245 1.17416 1.29296
C 7.20793 0.10902 0.57809
C 6.37375 -0.91779 0.14290
C 5.02571 -0.87385 0.41072
C 4.43149 0.19606 1.12385
C 3.06024 0.23687 1.37531
H 7.30464 1.97715 1.64362
H 8.26745 0.08066 0.37131
H 6.78653 -1.75708 -0.39862
H 4.38826 -1.69314 0.09182
H 2.37505 -0.50025 0.99351
H 2.64114 1.01178 1.99369
*
```

***

Entry 2:
Here is a structure of composition C34H38BaBr4N11O4 at a distorted geometry from OMol25. Energies are from ωB97M-V with the def2-TZVPD basis set.

- HOMO-LUMO gap (eV) = 6.0
- E (a.u.) = -12543.51406
- lowest unoccupied orbital energy (eV) = 2.0
- HOMO level (eV) = -4.00
- energy relative to the best compared isomer or geometry (same formula, charge and spin) (kcal per mole) = 41.4

Geometry as ORCA input:
```
! wB97M-V def2-TZVPD RIJCOSX def2/J DEFGRID3
* xyz -1 1
Ba 0.12366 -0.22217 0.19701
N 0.80044 -1.16333 -3.41609
C 0.85488 -2.29678 -2.69202
N 1.27340 -3.38960 -3.35213
C 1.39277 -4.47121 -2.59587
N 1.87962 -5.59025 -3.19505
N 1.08888 -4.57189 -1.29355
C 0.64850 -3.43882 -0.75469
N 0.53976 -2.26380 -1.37552
C 0.17875 -3.54206 0.68646
C 0.07360 -4.78012 1.30054
C -0.47301 -4.83859 2.57836
C -0.88491 -3.67659 3.20299
C -0.70934 -2.47494 2.53558
N -0.19664 -2.41135 1.30179
H 0.97562 -1.25788 -4.39882
H 0.39205 -0.28508 -3.12372
H 2.17684 -5.54355 -4.15091
H 2.04002 -6.40622 -2.63825
H 0.39857 -5.66255 0.77049
H -0.58076 -5.79548 3.07692
H -1.32295 -3.68587 4.19613
H -0.99184 -1.52495 2.99377
Br -5.51946 3.59178 2.50439
C -3.99962 3.04036 1.51740
C -3.23212 3.96381 0.82278
Br -3.66135 5.80872 0.85384
C -2.11098 3.50961 0.09180
Br -1.06126 4.71211 -0.94519
C -1.70945 2.16228 0.04834
O -0.69802 1.72163 -0.67229
C -2.48652 1.19807 0.82262
O -2.12280 -0.06009 0.82590
C -3.62983 1.67764 1.49417
Br -4.65777 0.34848 2.37859
O 1.51112 -0.94115 3.83396
C 1.82169 -0.52520 2.70252
O 1.24842 0.37289 1.98700
C 3.01927 -1.23419 2.05369
C 4.05790 -1.72099 2.89644
C 5.07247 -2.43664 2.35226
C 5.07470 -2.71200 0.95884
C 6.08299 -3.48524 0.32455
C 6.03837 -3.71870 -1.02145
C 4.98360 -3.17649 -1.79867
C 4.00314 -2.42838 -1.20808
C 4.01423 -2.18752 0.19186
N 2.99230 -1.44337 0.75430
H 3.99103 -1.51546 3.95795
H 5.88410 -2.81693 2.96784
H 6.89304 -3.88915 0.92948
H 6.81058 -4.31427 -1.49771
H 4.95548 -3.35089 -2.87090
H 3.20322 -1.98488 -1.79119
N -1.04541 1.49688 -3.75459
C -2.23368 0.88515 -4.38551
C -3.43504 0.87925 -3.46272
C -3.28083 -0.00119 -2.21721
C -3.35902 -1.50450 -2.44129
N -2.75781 -2.19333 -1.27512
H -1.16099 1.66524 -2.74754
H -0.85828 2.40583 -4.14318
H -2.01359 -0.14063 -4.70148
H -2.47647 1.43168 -5.29625
H -4.32612 0.56819 -4.02345
H -3.60283 1.91409 -3.14459
H -4.06560 0.26637 -1.50259
H -2.33992 0.20601 -1.69728
H -2.82023 -1.79631 -3.34720
H -4.40433 -1.77353 -2.60052
H -3.08514 -3.14965 -1.19751
H -2.98021 -1.70768 -0.40383
C 1.86305 2.58633 -2.47994
C 2.89982 3.75091 -2.49918
N 4.20438 3.29231 -1.97592
C 4.61682 2.09455 -2.72488
C 3.59861 0.93649 -2.48531
N 2.42945 1.44226 -1.75199
C 2.86469 1.88966 -0.41303
C 4.03040 2.91747 -0.55641
H 1.62362 2.24901 -3.49250
H 0.92670 2.87215 -1.98987
H 2.56295 4.58234 -1.87415
H 3.04806 4.13766 -3.51064
H 5.62066 1.81105 -2.39822
H 4.67806 2.36047 -3.78403
H 4.05055 0.13562 -1.89713
H 3.25423 0.50251 -3.42845
H 3.14858 1.00009 0.15729
H 1.99127 2.33901 0.07341
H 4.97585 2.50163 -0.19855
H 3.83095 3.82419 0.01801
*
```